Here is 2 unconnected molecules or ions with the total composition C5H11O4P at a distorted geometry from the OMol25 dataset. Energies are from the ωB97M-V functional and the def2-TZVPD basis.

```
21
Properties=species:S:1:pos:R:3:forces:R:3:mulliken_charge:R:1
C 1.318356 0.190888 1.144124 -0.6 -0.4 -0.4 -1.67
C 2.106730 0.439754 -1.198885 -1.9 1.5 -1.5 -1.54
C -1.434566 -2.232868 0.415746 -2.4 0.1 -0.6 -0.86
C 0.945251 0.740198 -0.233138 -0.3 -1.1 0.5 0.85
C -0.462914 0.253192 -0.632863 -0.5 1.9 -2.3 -0.03
O -1.562650 1.375335 1.613990 1.0 0.5 1.9 -0.78
O -3.164320 0.824673 -0.164110 -0.6 0.0 -1.0 -0.80
O -1.348655 2.716278 -0.611132 -0.6 -1.4 0.8 -0.79
O -0.638882 -0.320172 -1.714129 0.6 -0.2 0.9 -0.66
P -1.829796 1.438731 0.148972 0.2 0.1 -1.3 0.74
H 2.160824 0.823912 1.424086 0.5 -0.6 0.5 0.56
H 0.473975 0.408161 1.820298 0.3 -0.4 -0.1 0.31
H 1.519504 -0.914922 1.004981 0.2 1.1 0.7 0.24
H 3.032810 0.554806 -0.717321 1.4 -0.3 0.8 0.43
H 2.132052 1.192551 -2.001118 -0.1 0.1 0.1 0.34
H 1.995754 -0.467475 -1.790591 0.0 -0.5 0.6 0.31
H -1.580547 -2.315462 -0.629008 0.9 -0.1 -1.3 0.30
H -0.776449 -1.491348 0.697287 1.3 1.5 0.3 -0.04
H -2.444589 -1.861890 0.611704 0.1 -0.3 1.1 0.31
H 0.672111 1.779446 -0.021884 0.7 0.3 -0.7 0.42
H -1.113999 -3.133787 0.832992 -0.1 -1.7 0.9 0.37
```
Forces are in eV/Å.

Computed properties:
**Total charge**: -2
**Relative energy (zero: lowest compared OMol25 entry of this formula, charge and spin)**: 17.0 kJ/mol
**Gap between HOMO and LUMO**: 5.74 eV
**Electronic energy**: -22842.450 eV


Here is a molecular structure, C5H11O4Sm at a distorted geometry from the OMol25 dataset. Energies are from the ωB97M-V functional and the def2-TZVPD basis.

```
21
Properties=species:S:1:pos:R:3:forces:R:3:mulliken_charge:R:1
C -2.243227 -0.987030 1.717557 0.0 0.2 0.0 -0.51
O -1.749596 -2.261051 2.047477 0.0 -0.1 0.0 -0.37
H -3.274704 -0.927781 2.087782 0.3 0.0 -0.1 0.24
H -1.649610 -0.181667 2.177466 -0.1 -0.2 -0.1 0.18
H -2.249612 -0.836158 0.622627 0.0 0.0 0.2 0.23
O 2.107467 2.782601 -1.040431 -0.1 0.2 -1.1 -0.66
C 1.996177 2.948038 -2.319510 0.3 -0.1 0.8 -0.32
C -0.029897 2.171948 -2.803999 -0.3 -0.7 0.4 -0.33
O -0.115343 1.056572 -2.150070 0.3 1.0 -0.4 -0.64
C -0.530533 -2.635410 1.427818 0.0 0.0 -0.1 -0.31
C 0.716224 -1.956116 1.984405 0.2 -0.3 0.5 -0.48
O 0.885607 -0.640570 1.604122 0.0 0.4 -0.8 -0.78
Sm 1.026174 0.887781 -0.051802 -0.2 -0.5 0.6 1.45
H 2.530531 2.239615 -2.978267 -0.4 0.1 0.1 0.28
H 1.947171 3.980958 -2.702705 -0.3 -0.3 0.0 0.33
H -0.000843 2.120445 -3.904935 0.3 0.1 0.2 0.33
H -0.569472 3.046407 -2.399062 0.4 -0.1 -0.1 0.28
H -0.442051 -3.721234 1.585644 -0.1 0.3 0.0 0.31
H -0.600999 -2.455031 0.336902 0.0 0.0 0.2 0.23
H 1.574997 -2.586968 1.668536 -0.1 0.1 0.0 0.28
H 0.671545 -2.045356 3.090444 0.0 0.0 -0.3 0.26
```
Forces are in eV/Å.

Computed properties:
**Relative energy (zero: lowest compared OMol25 entry of this formula, charge and spin)**: 0.0 kJ/mol
**Gap between HOMO and LUMO (spin up / spin down)**: 6.38 / 7.71 eV
**Electronic energy**: -31454.634 eV
**Multiplicity**: 8


Here is a molecular structure, C5H11O4Tm at a distorted geometry from the OMol25 dataset. Energies are from the ωB97M-V functional and the def2-TZVPD basis.

```
21
Properties=species:S:1:pos:R:3:forces:R:3:mulliken_charge:R:1
O 2.230775 -1.453383 -0.368589 -1.1 1.0 -0.3 -0.66
Tm 0.734401 0.094938 -0.692770 3.6 -0.8 2.2 1.51
O -0.343297 -0.020151 -2.244047 -1.4 -0.1 -2.1 -0.55
C -1.603781 -0.582974 -2.148427 -1.2 -1.1 -0.6 -0.48
C -2.317485 -0.147548 -0.873819 -1.5 -1.0 0.2 -0.37
O -1.382594 -0.052975 0.193548 1.7 -0.5 -0.1 -0.17
C -1.684918 0.755121 1.313598 -0.4 0.5 0.3 -0.57
C -0.466963 0.693152 2.200892 -0.5 -0.2 0.7 -0.47
O 0.684114 0.922207 1.393917 -0.3 0.4 -0.2 -0.26
C 1.898774 0.928942 2.134507 0.8 -0.2 0.8 -0.75
H -1.572702 -1.693866 -2.160140 0.3 0.5 -0.1 0.32
H -2.261026 -0.306713 -2.997287 0.3 0.0 0.3 0.34
H -3.015554 -1.007458 -0.534368 0.3 2.0 -0.9 0.27
H -2.685614 0.880738 -1.027709 -0.7 -0.6 0.2 0.35
H -2.568059 0.379308 1.850385 0.2 0.1 -0.1 0.33
H -1.890702 1.781989 0.973552 0.0 -0.2 0.1 0.38
H -0.378241 -0.311598 2.644786 0.0 0.3 0.0 0.36
H -0.527699 1.452346 2.993835 0.0 -0.2 -0.2 0.42
H 2.736262 0.974639 1.429747 -0.2 0.2 0.1 0.32
H 1.904664 1.779090 2.830747 0.1 -0.2 -0.3 0.31
H 2.009046 -0.009347 2.697960 -0.1 0.2 -0.1 0.36
```
Forces are in eV/Å.

Computed properties:
**Total charge**: +1
**Relative energy (zero: lowest compared OMol25 entry of this formula, charge and spin)**: 41.2 kJ/mol
**Gap between HOMO and LUMO (spin up / spin down)**: 10.00 / 8.96 eV
**Electronic energy**: -43074.848 eV
**Multiplicity**: 4


Here is a molecular structure, C5H11O4Yb at a distorted geometry from the OMol25 dataset. Energies are from the ωB97M-V functional and the def2-TZVPD basis.

```
21
Properties=species:S:1:pos:R:3:forces:R:3:mulliken_charge:R:1
O -1.621832 -2.027225 -1.412179 1.7 0.6 0.1 -0.63
Yb 0.380514 -1.143150 -1.237461 -2.1 -2.6 1.4 1.40
O 0.711040 0.143686 -2.586944 0.7 1.2 -1.4 -0.57
C -0.080725 1.277696 -2.642201 -1.1 0.8 -1.3 -0.47
C -0.419681 1.821513 -1.257635 -2.4 0.5 0.4 -0.37
O -0.264629 0.835772 -0.253931 0.2 -2.6 -0.3 -0.06
C 0.172020 1.117530 1.057607 0.4 0.6 0.1 -0.56
C 0.055411 -0.191141 1.798826 -0.6 0.4 0.7 -0.44
O 0.618556 -1.228372 1.001153 0.4 0.1 -0.3 -0.26
C 0.536290 -2.509789 1.615148 -0.3 -0.7 0.7 -0.74
H -1.040034 1.090779 -3.172731 0.6 -0.2 0.1 0.29
H 0.392584 2.105527 -3.207551 0.0 -0.4 0.2 0.35
H -1.653723 1.923386 -1.230745 3.4 1.4 -0.1 0.27
H 0.392162 2.528944 -1.018349 -1.3 0.9 0.0 0.32
H -0.458345 1.882219 1.533900 0.1 -0.2 -0.1 0.33
H 1.208020 1.485163 1.008601 -0.2 0.0 0.2 0.39
H -1.011681 -0.429274 1.940194 0.3 0.0 0.1 0.34
H 0.575978 -0.138997 2.765646 -0.2 0.0 -0.2 0.41
H 0.857560 -3.271759 0.896949 0.2 0.2 0.1 0.33
H 1.155492 -2.525803 2.522879 -0.1 -0.1 -0.4 0.31
H -0.504977 -2.746702 1.878823 0.2 0.2 0.0 0.36
```
Forces are in eV/Å.

Computed properties:
**Total charge**: +1
**Relative energy (zero: lowest compared OMol25 entry of this formula, charge and spin)**: 31.1 kJ/mol
**Gap between HOMO and LUMO (spin up / spin down)**: 9.57 / 8.82 eV
**Electronic energy**: -45073.503 eV
**Multiplicity**: 3


Here is 2 unconnected molecules or ions with the total composition C5H11OPS at a distorted geometry from the OMol25 dataset. Energies are from the ωB97M-V functional and the def2-TZVPD basis.

```
19
Properties=species:S:1:pos:R:3:forces:R:3:mulliken_charge:R:1
C 1.554201 0.720926 0.548235 2.7 -1.7 -0.8 0.20
C 0.415307 0.865749 -0.048064 -2.9 0.5 -0.6 -0.44
C 2.798532 1.534442 0.295349 -1.0 0.5 -0.2 -1.11
C -3.856118 -0.355404 -0.181673 -0.6 3.5 0.9 -0.98
C -2.535162 0.413110 -0.190067 0.9 0.6 0.2 -0.29
O 2.731554 -2.807941 -0.456903 -0.5 -1.0 4.2 -0.64
P -0.983544 -0.215193 0.182647 -2.4 0.9 -0.6 0.58
S -0.648167 -2.002086 0.751114 0.2 -0.7 0.2 -0.43
H 1.736792 -0.304350 0.915297 -0.2 0.8 0.9 0.16
H 0.144717 1.642024 -0.726783 0.2 1.0 -0.2 0.32
H 3.628366 0.889209 0.112177 0.6 -0.5 0.1 0.32
H 2.984384 2.113297 1.183326 0.4 0.3 0.4 0.30
H 2.743763 2.221055 -0.566414 -0.4 -0.2 0.4 0.33
H -4.483723 0.186827 0.674811 1.0 -1.6 -1.7 0.25
H -4.403830 -0.179551 -1.148556 0.5 -0.3 0.9 0.27
H -3.680692 -1.362194 0.012835 -0.2 -1.8 0.4 0.34
H 2.602804 -2.382279 -1.249339 -0.7 1.6 -2.8 0.31
H -2.769425 1.511235 -0.288488 1.2 -1.1 -0.1 0.25
H 2.020245 -2.488871 0.180489 1.1 -0.6 -1.5 0.27
```
Forces are in eV/Å.

Computed properties:
**Relative energy (zero: lowest compared OMol25 entry of this formula, charge and spin)**: 271.8 kJ/mol
**SMILES**: C/C=P(=S)/C=C/C.O
**Gap between HOMO and LUMO**: 8.00 eV
**Electronic energy**: -27533.036 eV


Here is a gas-phase ion, C5H11OS (charge -1) at a distorted geometry from the OMol25 dataset. Energies are from the ωB97M-V functional and the def2-TZVPD basis.

```
18
Properties=species:S:1:pos:R:3:forces:R:3:mulliken_charge:R:1
C -0.280936 -2.239379 1.573211 -1.4 -1.3 0.0 -0.45
O -0.137691 -1.204608 2.374086 0.5 0.4 0.4 -0.83
C -0.244967 -1.917875 0.037833 1.1 0.2 0.8 -0.70
C -0.675480 -0.497150 -0.347213 0.7 1.3 -1.4 -0.68
C 0.262125 0.626374 0.222301 1.2 -0.9 -1.4 -0.59
S -0.508537 2.259986 0.100060 0.0 0.2 0.3 -0.13
C 0.450111 3.087850 -1.214826 0.7 0.1 0.6 -0.79
H -1.289674 -2.784031 1.709729 0.1 0.3 -0.1 0.15
H 0.404253 -3.146477 1.782617 0.1 0.6 -0.5 0.20
H -0.612202 -2.776490 -0.536742 -0.6 0.4 -0.1 0.44
H 0.815725 -1.894907 -0.243707 0.3 0.0 0.0 0.21
H -0.511229 -0.396587 -1.438522 0.0 -0.3 0.0 0.27
H -1.648052 -0.007462 -0.308139 -0.7 -1.2 0.9 0.44
H 1.120660 0.768574 -0.458088 -0.2 -0.3 -0.1 0.20
H 0.762819 0.291347 1.128825 -0.9 0.5 0.7 0.45
H 1.284904 2.466312 -1.548681 -0.4 -0.3 -0.2 0.29
H 0.972563 3.948194 -0.784543 -0.3 0.2 0.0 0.28
H -0.164391 3.416329 -2.048203 -0.1 -0.1 -0.1 0.24
```
Forces are in eV/Å.

Computed properties:
**Total charge**: -1
**Relative energy (zero: lowest compared OMol25 entry of this formula, charge and spin)**: 222.5 kJ/mol
**SMILES**: CSCCCC[O-]
**Gap between HOMO and LUMO**: 5.59 eV
**Electronic energy**: -18244.682 eV